1.
# C10H16GaN2O2

A molecular structure, C10H16GaN2O2 (ωB97M-V/def2-TZVPD, OMol25).

```
! wB97M-V def2-TZVPD RIJCOSX def2/J DEFGRID3
* xyz -1 1
O 0.83 -1.85 -0.70
O 0.13 -0.93 0.13
C 1.08 -0.57 1.18
Ga 3.01 -0.17 0.56
C 3.08 1.32 -0.87
C 2.58 1.09 -2.12
C 2.70 2.11 -3.03
C 3.30 3.27 -2.63
N 3.76 3.53 -1.42
C 3.64 2.53 -0.55
H 0.50 -1.68 -1.59
H 1.14 -1.47 1.81
H 0.63 0.20 1.80
H 3.93 0.30 1.80
H 3.62 -1.51 -0.11
H 2.13 0.15 -2.38
H 2.34 2.01 -4.05
H 3.41 4.06 -3.37
H 4.01 2.69 0.46
C -5.03 -1.96 1.33
C -4.19 -0.90 0.64
C -2.70 -0.98 0.99
C -2.50 -0.80 2.43
N -2.37 -0.65 3.57
H -4.99 -1.86 2.42
H -6.08 -1.88 1.03
H -4.68 -2.97 1.07
H -4.57 0.09 0.91
H -4.30 -1.00 -0.44
H -2.14 -0.22 0.46
H -2.29 -1.95 0.69
*
```

HOMO energy: -4.74 eV
DFT total energy: -70077.503 eV
HOMO-LUMO gap: 7.54 eV

Results of the Löwdin charge analysis, in e, for atoms 1 through 6: atom 1 (O): -0.1119, atom 2 (O): -0.2999, atom 3 (C): -0.3037, atom 4 (Ga): 0.3705, atom 5 (C): -0.2833, atom 6 (C): -0.1331

2.
# C10H16MoN2OS5

A molecular structure, C10H16MoN2OS5 (ωB97M-V/def2-TZVPD, OMol25).

```
! wB97M-V def2-TZVPD RIJCOSX def2/J DEFGRID3
* xyz 1 4
Mo -0.10 0.49 -0.31
C -1.03 -0.58 2.35
N 0.14 -0.76 1.48
C 1.33 -0.34 2.29
C 0.28 -2.26 1.27
C 0.17 -2.62 -0.19
N 0.64 -1.50 -1.09
C 0.06 -1.66 -2.49
C 2.09 -1.65 -1.32
H -0.96 0.37 2.87
H -1.00 -1.33 3.15
H -2.06 -0.56 1.84
H 1.22 -0.75 3.31
H 1.23 0.78 2.39
H 2.31 -0.70 1.90
H -0.47 -2.76 1.91
H 1.20 -2.55 1.80
H -0.88 -2.66 -0.53
H 0.61 -3.61 -0.47
H -0.96 -1.28 -2.70
H 0.13 -2.71 -2.76
H 0.58 -1.02 -3.26
H 2.54 -2.63 -1.16
H 2.69 -0.95 -0.69
H 2.34 -1.25 -2.35
O -2.73 6.74 -0.71
C -2.34 5.60 -0.64
S -3.14 4.14 -1.27
C -2.16 2.85 -0.72
C -1.15 3.38 0.13
S -0.09 2.36 1.06
S -0.98 5.04 0.38
S -2.21 1.13 -1.10
S 1.70 1.94 -2.86
C 0.98 1.31 -1.53
*
```

HOMO energy (spin up / spin down): -10.66 / -10.78 eV
DFT total energy: -71679.933 eV
HOMO-LUMO gap (spin up / spin down): 6.56 / 5.07 eV

Results of the Löwdin charge analysis, in e, for atoms 1 through 6: atom 1 (Mo): 0.9399, atom 2 (C): -0.1229, atom 3 (N): -0.4027, atom 4 (C): -0.0855, atom 5 (C): -0.1459, atom 6 (C): -0.1506

3.
# C10H16N

A gas-phase ion, C10H16N (charge +1) (ωB97M-V/def2-TZVPD, OMol25).

```
! wB97M-V def2-TZVPD RIJCOSX def2/J DEFGRID3
* xyz 1 1
C -0.66 3.00 0.14
C -1.19 1.81 0.26
C -0.17 0.32 0.24
N -0.96 -0.59 -0.68
C -1.10 -0.03 -2.04
C -0.42 -1.96 -0.75
C 1.19 0.57 -0.31
C 2.25 -0.08 0.17
C 2.14 -1.03 1.25
C 1.02 -1.11 1.96
C -0.15 -0.21 1.67
H -1.27 3.89 0.20
H 0.40 3.16 -0.01
H -2.22 1.58 0.46
H -1.90 -0.65 -0.27
H -0.13 -0.03 -2.53
H -1.79 -0.62 -2.62
H -1.46 1.00 -1.98
H 0.58 -1.92 -1.17
H -0.37 -2.41 0.24
H -1.05 -2.58 -1.39
H 1.27 1.28 -1.12
H 3.23 0.09 -0.25
H 3.00 -1.65 1.48
H 0.92 -1.77 2.81
H -1.10 -0.71 1.91
H -0.07 0.64 2.35
*
```

HOMO energy: -12.60 eV
ΔE to the lowest compared entry with this formula, charge and spin: 50.44 kcal/mol
DFT total energy: -12111.100 eV
HOMO-LUMO gap: 9.42 eV
SMILES: C=C[C@@]1([NH+](C)C)C=CC=CC1

Results of the Löwdin charge analysis, in e, for atoms 1 through 6: atom 1 (C): 0.0263, atom 2 (C): -0.0502, atom 3 (C): -0.3145, atom 4 (N): -0.1482, atom 5 (C): 0.0083, atom 6 (C): 0.0169

4.
# C10H16N

A molecular structure, C10H16N (ωB97M-V/def2-TZVPD, OMol25).

```
! wB97M-V def2-TZVPD RIJCOSX def2/J DEFGRID3
* xyz 1 1
C -0.24 -1.23 -1.91
C 0.94 -0.22 -1.71
C -1.48 -0.50 -1.37
C -1.73 1.84 0.30
C 0.46 0.49 -0.48
C -1.11 0.56 -0.34
C -0.72 0.35 1.02
C 0.76 -0.21 0.83
C 1.82 0.52 1.75
C 0.67 -1.71 0.98
N -1.43 1.32 1.61
H -0.41 -1.57 -2.90
H -0.13 -2.15 -1.33
H 2.01 -0.57 -1.70
H 0.77 0.54 -2.53
H -1.91 -0.12 -2.41
H -2.16 -1.23 -0.98
H -1.26 2.84 0.02
H -2.82 1.94 0.07
H 0.93 1.50 -0.44
H 2.60 1.00 1.21
H 2.13 -0.35 2.31
H 1.27 1.16 2.39
H -0.34 -2.16 0.98
H 1.01 -1.70 2.04
H 1.41 -2.32 0.29
H -1.04 1.99 2.31
*
```

HOMO energy: -14.65 eV
ΔE to the lowest compared entry with this formula, charge and spin: 99.97 kcal/mol
DFT total energy: -12108.952 eV
HOMO-LUMO gap: 10.42 eV

Results of the Löwdin charge analysis, in e, for atoms 1 through 6: atom 1 (C): -0.1674, atom 2 (C): -0.0842, atom 3 (C): -0.0813, atom 4 (C): -0.0481, atom 5 (C): -0.2282, atom 6 (C): -0.2003